Entry from the Open Molecules 2025 dataset: the ion C10H10N3O2 with charge -1 in a non-equilibrium geometry (the ωB97M-V functional and the def2-TZVPD basis).

Results
**Gap between HOMO and LUMO (spin up / spin down)**: 4.20 / 7.49 eV
**2S+1**: 3
**<S²>**: 2.015
**Charge**: -1
**Maximum force**: 1.504 eV/A
**Highest occupied orbital energy (spin up / spin down)**: -0.72 / -4.01 eV
**LUMO energy (spin up / spin down)**: 3.48 / 3.47 eV
**Energy relative to the best compared isomer or geometry (same formula, charge and spin)**: 0.00 kJ/mol

Each atom is followed by the atoms it is bonded to, with distances in Å.
Atoms and positions in Å:
1 H -3.16 -0.39 0.75  C17 1.093
2 C 1.98 -0.05 0.16  C6 1.395, C12 1.379, H25 1.078
3 H -3.14 1.36 0.87  C17 1.091
4 C 0.13 -1.45 0.75  C6 1.393, H11 1.082, C22 1.384
5 C -1.73 0.57 -0.52  C17 1.495, C19 1.464, N24 1.305
6 C 0.61 -0.31 0.12  C2 1.395, C4 1.393, C19 1.471
7 C -0.08 0.65 -2.12  N10 1.363, C19 1.495, O20 1.223
8 H 3.90 -0.68 0.86  C12 1.086
9 O -0.29 3.17 -0.78  N18 1.291
10 N -1.34 0.84 -2.61  C7 1.363, H21 1.007, N24 1.372
11 H -0.92 -1.70 0.70  C4 1.082
12 C 2.83 -0.89 0.83  C2 1.379, H8 1.086, C14 1.387
13 H 0.60 -3.17 1.93  C22 1.083
14 C 2.34 -2.02 1.48  C12 1.387, C22 1.384, H23 1.083
15 H -1.83 0.41 1.61  C17 1.090
16 H -0.54 2.16 0.83  N18 1.047
17 C -2.51 0.48 0.76  H1 1.093, H3 1.091, C5 1.495, H15 1.090
18 N 0.06 2.18 -0.03  O9 1.291, H16 1.047, C19 1.735
19 C -0.27 0.59 -0.64  C5 1.464, C6 1.471, C7 1.495, N18 1.735
20 O 0.93 0.51 -2.80  C7 1.223
21 H -1.58 1.06 -3.56  N10 1.007
22 C 0.99 -2.29 1.43  C4 1.384, H13 1.083, C14 1.384
23 H 3.01 -2.68 2.02  C14 1.083
24 N -2.32 0.82 -1.66  C5 1.305, N10 1.372
25 H 2.34 0.84 -0.35  C2 1.078

Atom charges from the Löwdin analysis, given in e for atoms 1 to 8: H 0.0629; C -0.0306; H 0.0677; C -0.0372; C -0.3827; C -0.1661; C -0.4792; H 0.0935

---

Entry from the Open Molecules 2025 dataset: the molecule C21H20N4O5 in a non-equilibrium geometry (the ωB97M-V functional and the def2-TZVPD basis).

Results
**SMILES string**: O=C(Cn1nc(-c2cccc([N+](=O)[O-])c2)c2ccccc2c1=O)NC[C@H]1CCCO1
**Gap between HOMO and LUMO**: 7.90 eV
**Maximum force**: 1.338 eV/A
**Highest occupied orbital energy**: -8.78 eV
**LUMO energy**: -0.88 eV
**Energy relative to the best compared isomer or geometry (same formula, charge and spin)**: 425.26 kJ/mol

Each atom is followed by the atoms it is bonded to, with distances in Å.
Atoms and positions in Å:
1 N 0.32 -0.82 1.06  N34 1.322, C37 1.296
2 H 0.07 1.43 3.37  C24 1.092
3 C 0.45 4.57 -2.37  C9 1.532, H21 1.087, H39 1.090, C45 1.534
4 C -0.66 -2.89 1.73  C23 1.407, C28 1.401, C37 1.440
5 C -1.56 -3.09 3.98  H7 1.079, C23 1.396, C41 1.376
6 N 0.27 -1.00 -3.98  C8 1.443, O13 1.214, O40 1.210
7 H -1.72 -2.64 4.95  C5 1.079
8 C 0.51 -1.93 -2.91  N6 1.443, C16 1.385, C47 1.390
9 C 0.91 3.40 -1.49  C3 1.532, C12 1.546, O25 1.409, H43 1.095
10 H 1.26 -4.35 -0.04  C50 1.080
11 H -1.01 -4.60 0.47  C28 1.079
12 C -0.29 2.52 -1.06  C9 1.546, H26 1.091, H27 1.093, N46 1.442
13 O -0.14 0.10 -3.68  N6 1.214
14 H 1.49 1.24 2.30  C24 1.094
15 C 0.39 -2.47 -0.58  C16 1.390, C37 1.471, C50 1.394
16 C 0.14 -1.59 -1.62  C8 1.385, C15 1.390, H42 1.078
17 C -1.78 -4.91 2.43  H22 1.080, C28 1.376, C41 1.394
18 H 0.41 6.63 -1.65  C45 1.088
19 H 1.50 5.91 0.33  C33 1.092
20 H 0.06 4.95 0.74  C33 1.096
21 H -0.38 4.29 -3.02  C3 1.087
22 H -2.13 -5.91 2.21  C17 1.080
23 C -0.91 -2.34 3.00  C4 1.407, C5 1.396, C29 1.466
24 C 0.40 1.12 2.38  H2 1.092, H14 1.094, C32 1.540, N34 1.450
25 O 1.52 4.01 -0.37  C9 1.409, C33 1.420
26 H -1.12 3.15 -0.74  C12 1.091
27 H -0.60 1.91 -1.91  C12 1.093
28 C -1.13 -4.18 1.46  C4 1.401, H11 1.079, C17 1.376
29 C -0.52 -0.96 3.31  C23 1.466, N34 1.390, O48 1.214
30 H -2.48 -4.96 4.46  C41 1.079
31 O -1.04 2.90 1.63  C32 1.211
32 C -0.27 2.01 1.32  C24 1.540, O31 1.211, N46 1.344
33 C 0.79 5.18 -0.05  H19 1.092, H20 1.096, O25 1.420, C45 1.542
34 N 0.05 -0.28 2.24  N1 1.322, C24 1.450, C29 1.390
35 H 0.77 0.99 -0.08  N46 1.009
36 H 1.40 -3.39 -4.21  C47 1.079
37 C 0.02 -2.05 0.78  N1 1.296, C4 1.440, C15 1.471
38 H 1.87 -4.96 -2.34  C49 1.079
39 H 1.28 4.91 -2.99  C3 1.090
40 O 0.50 -1.36 -5.11  N6 1.210
41 C -1.98 -4.37 3.70  C5 1.376, C17 1.394, H30 1.079
42 H -0.34 -0.65 -1.44  C16 1.078
43 H 1.67 2.77 -1.96  C9 1.095
44 H -1.00 5.68 -1.19  C45 1.089
45 C 0.08 5.64 -1.34  C3 1.534, H18 1.088, C33 1.542, H44 1.089
46 N 0.07 1.69 0.06  C12 1.442, C32 1.344, H35 1.009
47 C 1.12 -3.15 -3.19  C8 1.390, H36 1.079, C49 1.383
48 O -0.67 -0.42 4.39  C29 1.214
49 C 1.38 -4.02 -2.14  H38 1.079, C47 1.383, C50 1.386
50 C 1.02 -3.68 -0.85  H10 1.080, C15 1.394, C49 1.386

Atom charges from the Löwdin analysis, given in e for atoms 1 to 8: N 0.1508; H 0.1279; C -0.1228; C -0.0849; C 0.0044; N -0.3556; H 0.1224; C -0.1358

---

Entry from the Open Molecules 2025 dataset: the molecule C3H6N2O3 in a non-equilibrium geometry (the ωB97M-V functional and the def2-TZVPD basis).

Results
**SMILES string**: NC(=O)N/C(O)=C/O
**Gap between HOMO and LUMO**: 9.05 eV
**Maximum force**: 2.740 eV/A
**Highest occupied orbital energy**: -8.47 eV
**LUMO energy**: 0.59 eV
**Energy relative to the best compared isomer or geometry (same formula, charge and spin)**: 148.40 kJ/mol

Each atom is followed by the atoms it is bonded to, with distances in Å.
Atoms and positions in Å:
1 H 0.13 0.89 1.47  N7 0.998
2 H -2.39 -0.08 -0.26  O4 0.960
3 H -0.31 -2.07 -0.46  N12 1.012
4 O -1.79 0.55 -0.66  H2 0.960, C10 1.383
5 C 0.48 0.67 -1.24  H6 1.077, C10 1.346, O11 1.358
6 H 1.48 0.28 -1.31  C5 1.077
7 N 0.56 0.07 1.85  H1 0.998, H9 1.003, C14 1.364
8 H -0.61 2.08 -1.90  O11 0.965
9 H 1.09 0.07 2.70  N7 1.003
10 C -0.54 -0.03 -0.71  O4 1.383, C5 1.346, N12 1.397
11 O 0.32 1.84 -1.91  C5 1.358, H8 0.965
12 N -0.42 -1.20 0.05  H3 1.012, C10 1.397, C14 1.492
13 O 1.35 -2.01 1.32  C14 1.200
14 C 0.66 -1.05 1.07  N7 1.364, N12 1.492, O13 1.200

Atom charges from the Löwdin analysis, given in e for atoms 1 to 8: H 0.0952; H 0.1049; H 0.1353; O 0.0418; C -0.1338; H 0.1332; N 0.1768; H 0.0977

---

Entry from the Open Molecules 2025 dataset: a cluster of 2 separate species, C11H14N2 in total in a non-equilibrium geometry (the ωB97M-V functional and the def2-TZVPD basis).

Results
**SMILES string**: Cc1c[nH]cn1.Cc1ccccc1
**Gap between HOMO and LUMO**: 9.39 eV
**Maximum force**: 6.131 eV/A
**Highest occupied orbital energy**: -8.61 eV
**LUMO energy**: 0.78 eV
**Energy relative to the best compared isomer or geometry (same formula, charge and spin)**: 280.27 kJ/mol

Each atom is followed by the atoms it is bonded to, with distances in Å.
Atoms and positions in Å:
1 H -2.10 -1.53 2.31  C18 1.073
2 H -2.21 0.55 -0.12  C10 1.032
3 C -1.45 0.74 -3.48  C16 1.447, H19 1.125, C26 1.380
4 C 1.89 -0.01 -1.88  H7 1.157, H9 1.129, C11 1.485, H21 1.140
5 C 1.34 -1.04 1.98  C13 1.443, H22 1.016, N27 1.434
6 H 0.41 0.53 -4.29  C26 1.057
7 H 2.48 -0.58 -2.69  C4 1.157
8 C -0.30 0.09 -0.90  C10 1.453, C11 1.442, H17 1.119
9 H 2.49 0.92 -1.64  C4 1.129
10 C -1.71 0.44 -1.02  H2 1.032, C8 1.453, C16 1.329
11 C 0.45 0.25 -2.12  C4 1.485, C8 1.442, C26 1.382
12 C 0.93 1.06 2.76  N20 1.320, H23 1.064, N27 1.389
13 C -0.05 -0.96 2.37  C5 1.443, C18 1.454, N20 1.476
14 H -1.05 -2.56 3.41  C18 1.158
15 H -1.01 -2.67 1.79  C18 0.982
16 C -2.18 0.71 -2.23  C3 1.447, C10 1.329, H24 1.144
17 H 0.27 -0.27 -0.01  C8 1.119
18 C -1.12 -1.94 2.44  H1 1.073, C13 1.454, H14 1.158, H15 0.982
19 H -2.12 0.92 -4.37  C3 1.125
20 N -0.24 0.44 2.78  C12 1.320, C13 1.476
21 H 2.06 -0.93 -1.23  C4 1.140
22 H 1.82 -1.77 1.46  C5 1.016
23 H 1.14 2.09 2.87  C12 1.064
24 H -3.29 0.88 -2.45  C16 1.144
25 H 3.02 0.26 2.53  N27 1.137
26 C -0.09 0.54 -3.36  C3 1.380, H6 1.057, C11 1.382
27 N 1.92 0.25 2.22  C5 1.434, C12 1.389, H25 1.137

Atom charges from the Löwdin analysis, given in e for atoms 1 to 8: H 0.0779; H 0.0733; C -0.0718; C -0.1015; C -0.0757; H 0.0951; H 0.0917; C 0.0122

---

> The highest energy relative to the best compared isomer or geometry (same formula, charge and spin) belongs to which entry?

C21H20N4O5

---

> The highest energy relative to the best compared isomer or geometry (same formula, charge and spin) belongs to which entry?

C21H20N4O5

---

Copy entry 1 word for word.
Entry from the Open Molecules 2025 dataset: the ion C10H10N3O2 with charge -1 in a non-equilibrium geometry (the ωB97M-V functional and the def2-TZVPD basis).

Results
**Gap between HOMO and LUMO (spin up / spin down)**: 4.20 / 7.49 eV
**2S+1**: 3
**<S²>**: 2.015
**Charge**: -1
**Maximum force**: 1.504 eV/A
**Highest occupied orbital energy (spin up / spin down)**: -0.72 / -4.01 eV
**LUMO energy (spin up / spin down)**: 3.48 / 3.47 eV
**Energy relative to the best compared isomer or geometry (same formula, charge and spin)**: 0.00 kJ/mol

Each atom is followed by the atoms it is bonded to, with distances in Å.
Atoms and positions in Å:
1 H -3.16 -0.39 0.75  C17 1.093
2 C 1.98 -0.05 0.16  C6 1.395, C12 1.379, H25 1.078
3 H -3.14 1.36 0.87  C17 1.091
4 C 0.13 -1.45 0.75  C6 1.393, H11 1.082, C22 1.384
5 C -1.73 0.57 -0.52  C17 1.495, C19 1.464, N24 1.305
6 C 0.61 -0.31 0.12  C2 1.395, C4 1.393, C19 1.471
7 C -0.08 0.65 -2.12  N10 1.363, C19 1.495, O20 1.223
8 H 3.90 -0.68 0.86  C12 1.086
9 O -0.29 3.17 -0.78  N18 1.291
10 N -1.34 0.84 -2.61  C7 1.363, H21 1.007, N24 1.372
11 H -0.92 -1.70 0.70  C4 1.082
12 C 2.83 -0.89 0.83  C2 1.379, H8 1.086, C14 1.387
13 H 0.60 -3.17 1.93  C22 1.083
14 C 2.34 -2.02 1.48  C12 1.387, C22 1.384, H23 1.083
15 H -1.83 0.41 1.61  C17 1.090
16 H -0.54 2.16 0.83  N18 1.047
17 C -2.51 0.48 0.76  H1 1.093, H3 1.091, C5 1.495, H15 1.090
18 N 0.06 2.18 -0.03  O9 1.291, H16 1.047, C19 1.735
19 C -0.27 0.59 -0.64  C5 1.464, C6 1.471, C7 1.495, N18 1.735
20 O 0.93 0.51 -2.80  C7 1.223
21 H -1.58 1.06 -3.56  N10 1.007
22 C 0.99 -2.29 1.43  C4 1.384, H13 1.083, C14 1.384
23 H 3.01 -2.68 2.02  C14 1.083
24 N -2.32 0.82 -1.66  C5 1.305, N10 1.372
25 H 2.34 0.84 -0.35  C2 1.078

Atom charges from the Löwdin analysis, given in e for atoms 1 to 8: H 0.0629; C -0.0306; H 0.0677; C -0.0372; C -0.3827; C -0.1661; C -0.4792; H 0.0935

---

Please write out number 3 again, unchanged.
Entry from the Open Molecules 2025 dataset: the molecule C3H6N2O3 in a non-equilibrium geometry (the ωB97M-V functional and the def2-TZVPD basis).

Results
**SMILES string**: NC(=O)N/C(O)=C/O
**Gap between HOMO and LUMO**: 9.05 eV
**Maximum force**: 2.740 eV/A
**Highest occupied orbital energy**: -8.47 eV
**LUMO energy**: 0.59 eV
**Energy relative to the best compared isomer or geometry (same formula, charge and spin)**: 148.40 kJ/mol

Each atom is followed by the atoms it is bonded to, with distances in Å.
Atoms and positions in Å:
1 H 0.13 0.89 1.47  N7 0.998
2 H -2.39 -0.08 -0.26  O4 0.960
3 H -0.31 -2.07 -0.46  N12 1.012
4 O -1.79 0.55 -0.66  H2 0.960, C10 1.383
5 C 0.48 0.67 -1.24  H6 1.077, C10 1.346, O11 1.358
6 H 1.48 0.28 -1.31  C5 1.077
7 N 0.56 0.07 1.85  H1 0.998, H9 1.003, C14 1.364
8 H -0.61 2.08 -1.90  O11 0.965
9 H 1.09 0.07 2.70  N7 1.003
10 C -0.54 -0.03 -0.71  O4 1.383, C5 1.346, N12 1.397
11 O 0.32 1.84 -1.91  C5 1.358, H8 0.965
12 N -0.42 -1.20 0.05  H3 1.012, C10 1.397, C14 1.492
13 O 1.35 -2.01 1.32  C14 1.200
14 C 0.66 -1.05 1.07  N7 1.364, N12 1.492, O13 1.200

Atom charges from the Löwdin analysis, given in e for atoms 1 to 8: H 0.0952; H 0.1049; H 0.1353; O 0.0418; C -0.1338; H 0.1332; N 0.1768; H 0.0977